A cluster of 2 separate species, C27H23O4S3 in total. Source: the Open Molecules 2025 dataset; level of theory: ωB97M-V with the def2-TZVPD basis set.

E_tot   -2538.1867 hartree
Charge   -1

Geometry as XYZ:
```
57
Properties=species:S:1:pos:R:3:forces:R:3
C 5.5848 1.6214 -4.3607 0.2 0.1 -0.2
C 4.8424 0.9047 -3.2770 -0.1 -0.5 0.3
C 5.2790 1.0272 -1.9481 -0.4 0.0 -0.1
C 4.5351 0.5055 -0.9024 -0.3 -0.3 -0.5
C 3.3339 -0.2211 -1.1570 1.0 0.9 -1.5
S 2.4399 -0.8324 0.1161 -0.3 -1.3 1.6
C 2.9328 -0.3919 -2.5131 0.6 0.2 0.5
C 3.7003 0.1310 -3.5465 0.3 0.5 0.2
H 5.1222 1.4449 -5.3342 0.1 0.0 0.0
H 5.5902 2.7034 -4.1743 0.0 -0.1 -0.1
H 6.6323 1.3026 -4.4067 0.0 0.0 -0.1
H 6.2122 1.5559 -1.7423 -0.2 0.0 0.0
H 4.8337 0.6502 0.1349 0.0 -0.1 -0.2
H 2.0078 -0.9305 -2.7108 0.2 0.0 0.0
H 3.4141 -0.0410 -4.5865 -0.1 0.2 0.2
C -0.4055 -3.0101 -3.3122 0.1 0.1 0.3
C -1.7026 -2.5065 -3.1725 0.0 -0.1 0.2
C -2.1941 -2.1773 -1.9090 0.1 0.2 0.0
C -1.3806 -2.3461 -0.7859 0.2 -0.1 -0.3
S -1.9808 -1.8235 0.8143 0.1 -0.6 -0.3
C -1.4810 -0.1261 0.9941 0.4 0.6 0.7
C -0.2947 0.3469 0.5305 -2.1 -0.6 0.0
C 0.0141 1.7688 0.5412 0.0 1.5 -0.2
C -0.9938 2.7188 0.2279 0.4 -0.3 -0.1
C -0.7689 4.0834 0.3744 0.2 -0.1 0.0
C 0.4871 4.5524 0.7730 0.0 -0.3 0.0
C 1.5245 3.6359 0.9835 -0.4 0.1 -0.1
C 1.2864 2.2668 0.8565 0.2 -0.3 0.2
S -2.5726 0.8699 2.0783 -0.6 -0.6 -0.1
C -3.3564 -0.3000 3.2108 0.1 0.1 0.2
C -4.7380 -0.4679 3.1796 0.1 -0.1 -0.1
C -5.3407 -1.3338 4.0912 0.1 0.2 0.0
C -4.5640 -2.0156 5.0297 0.2 0.1 -0.1
C -3.1813 -1.8181 5.0682 0.0 0.1 -0.1
C -2.5751 -0.9403 4.1714 -0.1 0.0 -0.2
O -1.7617 1.7238 2.9139 -0.2 -0.2 -0.4
O -3.6349 1.4058 1.2487 0.3 0.0 0.5
O -3.4268 -1.8392 0.7169 0.4 0.1 0.2
O -1.2964 -2.6049 1.8229 -0.4 0.2 -0.4
C -0.1157 -2.9189 -0.9139 0.1 0.2 0.3
C 0.3897 -3.2096 -2.1799 -0.2 -0.2 -0.2
H -0.0120 -3.2483 -4.3012 -0.1 0.1 0.2
H -2.3395 -2.3635 -4.0463 0.2 -0.1 0.2
H -3.2022 -1.7918 -1.7804 0.2 0.0 0.0
H 0.3821 -0.3779 0.0595 0.1 0.4 -0.1
H -1.9502 2.3808 -0.1712 0.2 0.0 0.3
H -1.5919 4.7750 0.1857 0.3 -0.1 0.0
H 0.6561 5.6217 0.9106 0.0 -0.3 -0.1
H 2.5221 3.9848 1.2539 -0.3 -0.1 -0.1
H 2.0828 1.5368 1.0219 -0.2 0.3 0.0
H -5.3197 0.0637 2.4301 0.1 -0.1 0.1
H -6.4211 -1.4655 4.0532 0.2 0.0 0.1
H -5.0348 -2.6985 5.7359 0.1 0.1 -0.2
H -2.5601 -2.3392 5.7954 -0.2 0.1 -0.1
H -1.5036 -0.7541 4.2003 -0.2 -0.1 0.0
H 0.4849 -3.1020 -0.0248 -0.1 0.2 -0.3
H 1.4103 -3.5865 -2.2673 -0.3 0.1 0.0
```
Positions in Å, forces in eV/Å.